Density functional theory data (the ωB97M-V functional and the def2-TZVPD basis) for the ion C3H6ClN2 with charge +1 at a distorted geometry.

Last column: Mulliken charge in e.
CARTESIAN COORDINATES (ANGSTROEM)
C1 2.463 1.699 -0.030  -0.110
N1 1.557 0.960 -0.481  -0.191
C2 0.804 -0.040 -0.249  0.599
Cl1 1.958 -1.727 0.006  -0.139
N2 -0.473 -0.192 -0.287  -0.190
C3 -1.205 -1.428 -0.164  -0.774
H1 2.716 1.735 1.026  0.278
H2 2.996 2.347 -0.715  0.279
H3 -1.039 0.653 -0.358  0.298
H4 -1.471 -1.615 0.877  0.324
H5 -0.597 -2.252 -0.528  0.320
H6 -2.120 -1.359 -0.749  0.304

Results
lowest unoccupied orbital energy: -6.03 eV
net charge: +1
SMILES: C=N/C(Cl)=[NH+]/C
HOMO level: -15.42 eV
gap between HOMO and LUMO: 0.3453 Eh

=====

Density functional theory data (the ωB97M-V functional and the def2-TZVPD basis) for an isolated molecule of C3H6ClN3 at a distorted geometry.

Last column: Mulliken charge in e.
CARTESIAN COORDINATES (ANGSTROEM)
H1 -0.730 -1.329 -0.942  0.309
N1 0.221 -1.629 -0.932  -0.737
C1 0.895 -1.175 0.134  0.166
N2 0.558 -0.185 1.060  0.419
N3 1.425 -0.091 2.070  -0.922
C2 -0.731 0.314 1.023  -0.078
C3 -1.344 0.761 -0.084  -0.543
Cl1 -0.498 0.894 -1.651  -0.151
H2 1.817 -1.696 0.300  0.434
H3 1.991 0.828 2.113  0.252
H4 0.927 -0.092 3.082  0.265
H5 -1.349 0.254 1.939  0.300
H6 -2.529 0.772 -0.236  0.285

Results
lowest unoccupied orbital energy: 0.66 eV
SMILES: [H]/N=C\N(N)/C=C\Cl
HOMO level: -8.83 eV
gap between HOMO and LUMO: 0.3485 Eh

=====

Density functional theory data (the ωB97M-V functional and the def2-TZVPD basis) for a structure of composition C3H6ClN3 at a distorted geometry.

Last column: Mulliken charge in e.
CARTESIAN COORDINATES (ANGSTROEM)
C1 -0.404 0.003 -0.696  0.263
C2 1.132 0.320 0.545  -0.208
C3 -1.637 0.682 -0.304  -1.231
N1 -0.353 -1.361 -0.636  -0.267
N2 0.527 -1.854 0.085  -0.444
N3 1.248 -1.019 0.812  0.201
Cl1 2.457 0.956 -0.390  -0.215
H1 -0.138 0.378 -1.640  0.334
H2 1.055 0.946 1.419  0.305
H3 -1.688 1.646 -0.719  0.345
H4 -1.632 0.741 0.776  0.309
H5 -2.482 0.099 -0.556  0.382
H6 1.915 -1.537 1.304  0.225

Results
lowest unoccupied orbital energy: 0.96 eV
HOMO level: -9.39 eV
gap between HOMO and LUMO: 0.3803 Eh

=====

Density functional theory data (the ωB97M-V functional and the def2-TZVPD basis) for an isolated molecule of C3H6ClNO at a distorted geometry.

Last column: Mulliken charge in e.
CARTESIAN COORDINATES (ANGSTROEM)
C1 -0.718 -0.441 -0.574  -1.522
C2 0.564 -0.039 0.028  0.806
N1 0.458 0.442 1.518  -0.607
Cl1 1.742 -1.445 -0.015  -0.192
C3 1.342 1.033 -0.720  -0.007
O1 2.069 1.846 -0.221  -0.434
H1 -1.045 -1.404 0.118  0.273
H2 -0.739 -0.719 -1.533  0.480
H3 -1.464 0.270 -0.486  0.397
H4 -0.033 -0.208 2.127  0.256
H5 1.480 0.499 1.722  0.289
H6 1.004 1.150 -1.822  0.262

Results
lowest unoccupied orbital energy: 0.48 eV
SMILES: C[C@@](N)(Cl)C=O
HOMO level: -10.05 eV
gap between HOMO and LUMO: 0.3872 Eh

=====

Density functional theory data (the ωB97M-V functional and the def2-TZVPD basis) for a structure of composition C3H6ClNO at a distorted geometry.

Last column: Mulliken charge in e.
CARTESIAN COORDINATES (ANGSTROEM)
C1 0.008 -0.050 -0.476  -0.875
C2 0.368 0.210 0.937  0.320
C3 -0.688 -0.757 0.720  -0.204
H1 0.128 2.140 -1.338  0.298
H2 -1.494 0.581 -1.596  0.355
H3 0.779 -0.740 -0.770  0.400
H4 -0.123 1.073 1.350  0.283
H5 2.090 -0.187 -0.055  0.410
H6 -1.709 -0.376 0.901  0.290
N1 -0.231 0.962 -1.579  -0.544
O1 1.769 -0.282 1.245  -0.545
Cl1 -0.898 -2.574 0.661  -0.187

Results
lowest unoccupied orbital energy: 0.22 eV
HOMO level: -9.76 eV
gap between HOMO and LUMO: 0.3666 Eh

=====

Density functional theory data (the ωB97M-V functional and the def2-TZVPD basis) for a cluster of 2 separate species, C3H6ClNO in total at a distorted geometry.

Last column: Mulliken charge in e.
CARTESIAN COORDINATES (ANGSTROEM)
C1 -0.221 0.071 -2.483  -0.409
C2 0.882 0.194 1.166  -0.915
C3 -0.519 -0.028 1.474  -0.089
N1 -0.170 0.029 -1.214  0.049
O1 -1.109 -0.282 -0.412  -0.248
Cl1 -1.007 -1.482 2.202  -0.181
H1 0.696 0.524 -2.861  0.240
H2 -0.966 -0.362 -3.029  0.334
H3 1.278 0.837 1.986  0.255
H4 1.212 0.519 0.147  0.303
H5 1.189 -0.787 1.392  0.327
H6 -1.266 0.767 1.633  0.336

Results
2S+1: 3
lowest unoccupied orbital energy (alpha / beta): 0.88 / -2.12 eV
HOMO level (alpha / beta): -6.03 / -10.07 eV
gap between HOMO and LUMO (alpha / beta): 0.2540 / 0.2921 Eh

=====

Density functional theory data (the ωB97M-V functional and the def2-TZVPD basis) for a cluster of 2 separate species, C3H6ClNO3 in total at a distorted geometry.

Last column: Mulliken charge in e.
CARTESIAN COORDINATES (ANGSTROEM)
O1 -2.042 1.131 -1.072  -0.669
N1 -0.875 1.301 -0.788  0.722
O2 -0.684 1.977 0.529  -0.564
C1 0.265 0.902 -1.152  0.287
O3 1.475 1.210 -0.604  -0.408
Cl1 0.375 0.176 -2.698  -0.111
H1 -1.509 1.690 1.070  0.353
H2 1.532 1.824 0.051  0.322
C2 0.377 -1.769 1.472  -0.455
C3 0.152 -1.623 0.203  -0.352
H3 1.351 -1.496 1.806  0.248
H4 -0.355 -2.209 2.070  0.262
H5 0.783 -1.249 -0.580  0.177
H6 -0.845 -1.865 -0.307  0.188

Results
lowest unoccupied orbital energy: 0.49 eV
SMILES: [O-]/[N+](O)=C(/O)Cl.C=C
HOMO level: -9.08 eV
gap between HOMO and LUMO: 0.3517 Eh

=====

Density functional theory data (the ωB97M-V functional and the def2-TZVPD basis) for an isolated molecule of C3H6ClNO4 at a distorted geometry.

Last column: Mulliken charge in e.
CARTESIAN COORDINATES (ANGSTROEM)
C1 -0.176 0.029 -1.041  -1.603
C2 -1.133 -0.332 0.080  1.108
Cl1 -2.097 -1.789 -0.388  -0.169
C3 -0.484 -0.403 1.456  -0.507
O1 0.185 0.768 1.725  -0.488
O2 0.505 -1.409 1.496  -0.516
N1 -2.389 0.982 0.031  0.903
O3 -2.230 1.830 -0.777  -0.560
O4 -3.249 0.704 0.818  -0.530
H1 0.665 0.456 -0.682  0.393
H2 0.231 -0.943 -1.354  0.393
H3 -0.477 0.486 -1.926  0.423
H4 -1.288 -0.409 2.173  0.468
H5 1.038 0.782 1.412  0.334
H6 0.106 -2.262 1.701  0.353

Results
lowest unoccupied orbital energy: 0.49 eV
SMILES: C[C@@](Cl)(C(O)O)[N+](=O)[O-]
HOMO level: -10.24 eV
gap between HOMO and LUMO: 0.3942 Eh

=====

Density functional theory data (the ωB97M-V functional and the def2-TZVPD basis) for an isolated molecule of C3H6ClNS at a distorted geometry.

Last column: Mulliken charge in e.
CARTESIAN COORDINATES (ANGSTROEM)
S1 -2.020 -0.736 -0.321  -0.193
N1 -1.539 1.037 -0.529  -0.391
C1 -0.312 1.346 -0.087  -0.063
C2 0.286 0.011 0.716  -0.757
C3 1.173 -0.838 -0.144  -0.342
Cl1 2.949 -0.076 -0.447  -0.244
H1 -3.084 -0.369 -0.935  0.169
H2 -0.011 2.330 -0.340  0.418
H3 -0.608 -0.518 1.057  0.388
H4 0.954 0.547 1.575  0.342
H5 1.201 -1.641 0.662  0.308
H6 1.010 -1.094 -1.207  0.366

Results
lowest unoccupied orbital energy: 0.48 eV
SMILES: S/N=C\CCCl
HOMO level: -9.46 eV
gap between HOMO and LUMO: 0.3654 Eh

=====

Density functional theory data (the ωB97M-V functional and the def2-TZVPD basis) for a cluster of 2 separate species, C3H6ClNS in total at a distorted geometry.

Last column: Mulliken charge in e.
CARTESIAN COORDINATES (ANGSTROEM)
C1 1.023 0.895 1.007  0.309
C2 1.553 0.032 -1.270  -0.540
C3 -2.061 -0.655 0.467  -0.651
N1 1.655 0.371 0.112  -0.269
S1 -1.660 1.054 0.296  -0.259
Cl1 1.230 1.346 2.677  -0.061
H1 2.258 -0.768 -1.454  0.251
H2 1.776 0.942 -1.845  0.264
H3 0.559 -0.326 -1.499  0.241
H4 -3.000 -0.675 1.118  0.263
H5 -1.167 -1.119 0.936  0.220
H6 -2.163 -1.097 -0.544  0.232

Results
lowest unoccupied orbital energy: -1.08 eV
HOMO level: -7.93 eV
gap between HOMO and LUMO: 0.2517 Eh

=====

Density functional theory data (the ωB97M-V functional and the def2-TZVPD basis) for an isolated molecule of C3H6ClNSi at a distorted geometry.

Last column: Mulliken charge in e.
CARTESIAN COORDINATES (ANGSTROEM)
C1 1.574 -0.555 -0.248  -0.876
Si1 0.075 0.578 -0.243  0.549
C2 -1.082 0.214 1.250  -1.002
Cl1 0.343 2.521 -0.566  -0.252
C3 -0.872 -0.043 -1.711  0.174
N1 -1.447 -0.513 -2.554  -0.388
H1 0.969 -1.554 -0.418  0.236
H2 2.303 -0.573 -1.079  0.336
H3 2.095 -0.711 0.766  0.295
H4 -1.937 -0.331 0.946  0.338
H5 -0.514 -0.216 2.089  0.313
H6 -1.505 1.183 1.767  0.277

Results
lowest unoccupied orbital energy: 0.60 eV
SMILES: C[Si](C)(Cl)C#N
HOMO level: -11.34 eV
gap between HOMO and LUMO: 0.4389 Eh

=====

Density functional theory data (the ωB97M-V functional and the def2-TZVPD basis) for the ion C3H6ClO3S with charge -1 at a distorted geometry.

Last column: Mulliken charge in e.
CARTESIAN COORDINATES (ANGSTROEM)
C1 -0.710 0.242 1.346  -1.539
C2 -0.030 0.424 0.024  0.929
C3 -0.827 0.031 -1.261  -1.325
Cl1 0.375 2.208 -0.205  -0.259
S1 1.493 -0.576 -0.020  1.122
O1 1.080 -1.982 -0.142  -0.661
O2 2.107 -0.243 1.301  -0.694
O3 2.255 -0.088 -1.142  -0.661
H1 -0.119 0.738 2.086  0.414
H2 -0.584 -0.876 1.682  0.275
H3 -1.740 0.348 1.242  0.458
H4 -1.723 -0.754 -1.033  0.217
H5 -0.232 -0.398 -1.995  0.420
H6 -1.344 0.925 -1.883  0.304

Results
lowest unoccupied orbital energy: 3.59 eV
net charge: -1
SMILES: CC(C)(Cl)S(=O)(=O)[O-]
HOMO level: -5.08 eV
gap between HOMO and LUMO: 0.3184 Eh

=====

Calculated energy above the lowest of the compared OMol25 structures with the same formula, charge and spin, 43.4; 68.1; 62.7; 37.5; 172.6; 52.2; 118.1; 64.2; 82.5; 87.8; 0.0; 22.0 kcal/mol (same order as the records).